[1]
{"formula": "C16H32O21Rb4S3", "method": "ωB97M-V/def2-TZVPD", "charge": 2, "largest_force_ha_per_bohr": 0.1124, "orbital_gap_ha": 0.205, "total_energy_ha": -3499.30068, "symbols": ["Rb", "Rb", "Rb", "Rb", "S", "O", "O", "O", "O", "C", "C", "O", "C", "O", "O", "C", "H", "H", "H", "H", "H", "H", "H", "H", "C", "C", "O", "C", "O", "O", "C", "H", "H", "H", "H", "H", "H", "H", "H", "C", "C", "O", "C", "O", "O", "C", "H", "H", "H", "H", "H", "H", "H", "H", "C", "C", "O", "S", "O", "O", "O", "H", "H", "H", "H", "C", "C", "O", "S", "O", "O", "O", "H", "H", "H", "H"], "coordinates": [[-6.385, -4.983, -11.484], [-8.970, -1.735, -11.155], [-6.513, -2.402, -14.879], [-5.892, 1.614, -13.368], [-5.386, -1.543, -11.420], [-6.356, -2.265, -10.656], [-4.484, -2.617, -11.879], [-6.059, -0.923, -12.604], [-4.672, -0.525, -10.704], [-5.729, -2.492, -7.246], [-5.079, -3.721, -7.874], [-5.431, -4.895, -7.280], [-6.652, -5.592, -7.648], [-7.254, -5.377, -8.677], [-6.932, -6.498, -6.722], [-8.047, -7.391, -6.862], [-5.226, -2.339, -6.292], [-6.772, -2.707, -7.011], [-5.655, -1.591, -7.855], [-4.037, -3.610, -7.573], [-5.037, -3.674, -8.962], [-8.972, -6.815, -6.873], [-8.023, -8.096, -6.031], [-7.916, -7.992, -7.763], [-2.600, -3.127, -14.801], [-2.751, -1.730, -14.117], [-1.676, -1.009, -14.697], [-1.780, 0.322, -14.935], [-2.643, 1.077, -14.523], [-0.830, 0.633, -15.813], [-0.858, 1.958, -16.342], [-2.280, -3.045, -15.839], [-3.647, -3.426, -14.860], [-1.814, -3.800, -14.457], [-2.721, -1.807, -13.030], [-3.696, -1.256, -14.382], [-0.321, 2.596, -15.640], [-1.858, 2.320, -16.584], [-0.173, 1.846, -17.183], [-2.828, -0.693, -2.340], [-2.004, -0.291, -3.552], [-2.690, -0.883, -4.626], [-2.147, -0.785, -5.817], [-1.111, -0.198, -6.118], [-3.057, -1.110, -6.689], [-2.869, -0.874, -8.147], [-2.469, -0.178, -1.449], [-2.585, -1.697, -1.992], [-3.872, -0.392, -2.253], [-0.960, -0.531, -3.353], [-1.993, 0.799, -3.573], [-3.102, 0.185, -8.260], [-3.682, -1.373, -8.675], [-1.944, -1.080, -8.684], [-3.520, 2.139, -10.333], [-2.262, 1.337, -10.602], [-1.311, 1.696, -9.610], [-1.841, 2.959, -8.645], [-0.839, 3.977, -8.619], [-2.214, 2.384, -7.341], [-3.040, 3.297, -9.685], [-4.034, 1.576, -9.554], [-4.160, 2.209, -11.212], [-1.827, 1.781, -11.498], [-2.540, 0.310, -10.840], [-0.893, -2.868, -11.249], [0.351, -1.988, -11.177], [1.174, -2.510, -10.112], [0.361, -3.740, -9.236], [-0.367, -3.055, -8.196], [1.249, -4.850, -8.879], [-0.660, -3.981, -10.495], [-1.144, -3.203, -12.255], [-1.766, -2.339, -10.865], [0.121, -0.935, -11.016], [0.958, -2.131, -12.071]], "mulliken_charge": [1.066, 0.936, 1.050, 0.970, 0.766, -0.649, -0.763, -0.833, -0.516, -1.013, 0.644, -0.393, 0.585, -0.560, -0.299, -0.614, 0.249, 0.538, 0.111, 0.210, -0.200, 0.287, 0.242, 0.299, -0.993, 0.716, -0.315, 0.707, -0.540, -0.325, -0.689, 0.447, -0.106, 0.360, -0.418, 0.260, 0.320, 0.295, 0.267, -1.290, -0.218, -0.267, 0.828, -0.597, -0.173, -0.019, 0.441, 0.320, 0.335, 0.328, 0.266, 0.058, -0.533, 0.283, 0.390, 0.303, -0.306, 0.950, -0.527, -0.410, -0.439, 0.459, -0.563, 0.485, -0.240, 1.143, -0.080, -0.422, 0.968, -0.343, -0.541, -0.410, -0.351, -0.472, 0.192, 0.355]}


[2]
{"formula": "C14H34B3F3N2O7S", "method": "ωB97M-V/def2-TZVPD", "charge": 0, "largest_force_ha_per_bohr": 0.0183, "orbital_gap_ha": 0.337, "total_energy_ha": -1962.57848, "symbols": ["C", "C", "C", "C", "C", "B", "O", "B", "O", "B", "S", "O", "O", "C", "F", "F", "F", "O", "H", "H", "H", "H", "H", "H", "H", "H", "H", "H", "H", "H", "C", "C", "C", "O", "C", "N", "H", "H", "H", "H", "H", "H", "H", "H", "H", "H", "H", "C", "C", "C", "O", "C", "N", "H", "H", "H", "H", "H", "H", "H", "H", "H", "H", "H"], "coordinates": [[7.973, -0.330, -2.218], [6.463, -0.594, -2.289], [6.093, -2.057, -2.057], [4.591, -2.295, -1.804], [4.285, -3.792, -1.682], [3.677, -1.586, -2.843], [3.110, -2.227, -3.934], [2.097, -1.626, -4.632], [1.338, -0.662, -3.963], [1.970, -0.070, -2.925], [0.903, 0.798, -1.617], [0.400, -0.309, -0.844], [0.019, 1.800, -2.131], [2.111, 1.689, -0.479], [2.475, 0.889, 0.514], [3.195, 2.084, -1.146], [1.491, 2.757, 0.013], [3.289, -0.237, -2.691], [8.402, -0.167, -3.207], [8.503, -1.172, -1.771], [8.198, 0.557, -1.627], [5.941, 0.019, -1.551], [6.097, -0.283, -3.273], [6.639, -2.414, -1.178], [6.419, -2.665, -2.906], [4.365, -1.822, -0.840], [4.685, -4.178, -0.743], [3.213, -3.995, -1.674], [4.747, -4.357, -2.492], [1.874, -1.863, -5.769], [-1.634, 3.190, 1.246], [-1.243, 3.738, 2.614], [-1.850, 2.951, 3.782], [-3.233, 3.166, 4.000], [-4.080, 2.425, 3.145], [-1.549, 5.168, 2.662], [-2.649, 3.482, 0.978], [-0.974, 3.584, 0.475], [-1.571, 2.100, 1.220], [-0.157, 3.636, 2.721], [-1.356, 3.259, 4.707], [-1.663, 1.877, 3.646], [-3.638, 1.453, 2.901], [-4.301, 2.957, 2.216], [-5.019, 2.260, 3.674], [-1.186, 5.570, 3.520], [-2.558, 5.276, 2.727], [-6.354, -1.773, 0.036], [-5.981, -2.131, 1.470], [-4.975, -1.167, 2.108], [-3.639, -1.317, 1.671], [-3.304, -0.651, 0.467], [-5.537, -3.525, 1.512], [-5.559, -2.046, -0.659], [-7.249, -2.318, -0.263], [-6.550, -0.704, -0.070], [-6.889, -2.062, 2.078], [-4.950, -1.364, 3.183], [-5.298, -0.125, 1.971], [-3.832, 0.305, 0.386], [-3.532, -1.253, -0.416], [-2.231, -0.461, 0.485], [-5.404, -3.816, 2.475], [-4.614, -3.577, 1.090]], "mulliken_charge": [-1.268, 0.081, -1.014, 0.740, -1.609, 0.425, -0.607, 0.487, -0.456, 0.054, 0.982, -0.629, -0.616, 0.681, -0.231, -0.228, -0.204, 0.208, 0.326, 0.332, 0.324, 0.167, 0.115, 0.442, 0.269, 0.194, 0.416, 0.385, 0.336, -0.093, -1.308, 0.499, -0.777, -0.444, -0.595, -0.749, 0.304, 0.395, 0.145, 0.393, 0.392, 0.366, 0.204, 0.261, 0.364, 0.274, 0.299, -1.401, 0.236, -0.452, -0.433, -0.457, -0.725, 0.294, 0.348, 0.342, 0.423, 0.320, 0.252, 0.272, 0.218, 0.154, 0.275, 0.301]}


[3]
{"formula": "C7H15Cl3N2O2", "method": "ωB97M-V/def2-TZVPD", "charge": 0, "largest_force_ha_per_bohr": 0.0727, "orbital_gap_ha": 0.351, "total_energy_ha": -1916.24070, "symbols": ["C", "O", "N", "C", "C", "H", "H", "H", "H", "H", "H", "H", "C", "O", "N", "C", "C", "H", "H", "H", "H", "H", "H", "H", "C", "Cl", "Cl", "Cl", "H"], "coordinates": [[2.040, 5.066, -1.163], [2.800, 5.994, -0.855], [1.995, 4.428, -2.385], [0.982, 3.344, -2.509], [2.793, 4.793, -3.521], [1.265, 4.768, -0.441], [0.151, 3.382, -1.806], [1.434, 2.389, -2.240], [0.676, 3.170, -3.541], [3.175, 3.891, -3.999], [2.056, 5.269, -4.168], [3.632, 5.447, -3.282], [-1.296, -5.201, 3.932], [-2.220, -5.288, 4.729], [-1.009, -4.103, 3.228], [-0.086, -4.113, 2.021], [-1.947, -2.920, 3.180], [-0.604, -6.001, 3.627], [0.333, -3.142, 1.758], [-0.548, -4.418, 1.082], [0.790, -4.705, 2.284], [-2.405, -2.860, 2.193], [-2.760, -2.994, 3.903], [-1.334, -2.046, 3.400], [-1.969, -0.776, -1.004], [-3.669, -0.935, -1.374], [-1.159, 0.738, -1.557], [-1.268, -2.277, -1.564], [-1.846, -0.901, 0.072]], "mulliken_charge": [0.120, -0.584, 0.151, -0.988, -0.892, 0.235, 0.245, 0.374, 0.383, 0.311, 0.353, 0.295, 0.190, -0.593, 0.014, -0.914, -0.828, 0.286, 0.296, 0.313, 0.364, 0.267, 0.309, 0.293, 0.190, -0.114, -0.080, -0.136, 0.141]}


[4]
{"formula": "C4H7I", "method": "ωB97M-V/def2-TZVPD", "charge": 0, "largest_force_ha_per_bohr": 0.0903, "orbital_gap_ha": 0.329, "total_energy_ha": -454.21751, "symbols": ["C", "C", "C", "C", "I", "H", "H", "H", "H", "H", "H", "H"], "coordinates": [[0.188, 1.300, -0.245], [-0.157, -0.153, -0.479], [1.009, 0.326, 0.446], [-1.229, -0.967, 0.106], [3.341, -0.160, -0.096], [0.754, 1.828, -1.028], [-0.436, 1.964, 0.404], [0.108, -0.679, -1.306], [0.974, 0.376, 1.572], [-2.018, -1.056, -0.606], [-1.698, -0.821, 1.145], [-0.836, -1.958, 0.089]], "mulliken_charge": [-0.235, 0.013, -0.568, -1.350, -0.107, 0.233, 0.240, 0.361, 0.408, 0.357, 0.305, 0.343]}


[5]
{"formula": "C41H24HfN9O5", "method": "ωB97M-V/def2-TZVPD", "charge": -1, "largest_force_ha_per_bohr": 0.0338, "orbital_gap_ha": 0.174, "total_energy_ha": -2494.19929, "symbols": ["Hf", "C", "C", "C", "C", "C", "N", "C", "C", "C", "C", "C", "C", "C", "C", "N", "C", "N", "C", "N", "C", "N", "C", "N", "C", "N", "C", "C", "C", "C", "C", "C", "C", "C", "C", "C", "C", "C", "C", "C", "N", "H", "H", "H", "H", "H", "H", "H", "H", "H", "H", "H", "H", "H", "H", "H", "H", "O", "C", "O", "C", "C", "C", "C", "C", "O", "C", "C", "O", "O", "H", "H", "H", "H", "H", "H", "H", "H", "N", "C"], "coordinates": [[-0.116, 0.039, -0.109], [-5.140, 1.718, 4.085], [-4.393, 2.874, 4.302], [-3.274, 3.150, 3.527], [-2.935, 2.261, 2.519], [-1.835, 2.321, 1.581], [-0.860, 3.139, 1.571], [0.183, 3.094, 0.719], [1.228, 4.040, 0.662], [1.539, 5.182, 1.419], [2.648, 5.911, 1.069], [3.459, 5.543, -0.031], [3.171, 4.430, -0.782], [2.056, 3.660, -0.428], [1.475, 2.490, -0.990], [1.843, 1.975, -2.193], [1.248, 0.966, -2.736], [0.341, 0.090, -2.172], [0.008, -0.862, -3.122], [-0.752, -1.891, -2.976], [-1.532, -2.053, -1.872], [-1.799, -1.087, -0.956], [-2.829, -1.544, -0.147], [-3.432, -0.838, 0.818], [-3.128, 0.339, 1.202], [-2.019, 1.180, 0.634], [-3.691, 1.094, 2.296], [-4.794, 0.813, 3.092], [-3.185, -2.861, -0.535], [-4.116, -3.791, -0.053], [-4.196, -5.012, -0.677], [-3.376, -5.336, -1.778], [-2.460, -4.434, -2.267], [-2.359, -3.189, -1.637], [0.668, -0.525, -4.387], [0.573, -1.076, -5.652], [1.271, -0.454, -6.679], [2.035, 0.688, -6.443], [2.127, 1.239, -5.171], [1.438, 0.612, -4.148], [0.378, 2.129, -0.264], [-6.010, 1.526, 4.702], [-4.692, 3.565, 5.080], [-2.670, 4.033, 3.691], [0.912, 5.467, 2.255], [2.911, 6.797, 1.635], [4.314, 6.157, -0.283], [3.784, 4.143, -1.627], [-5.360, -0.095, 2.932], [-4.739, -3.550, 0.799], [-4.904, -5.752, -0.322], [-3.468, -6.312, -2.238], [-1.822, -4.674, -3.108], [-0.032, -1.956, -5.825], [1.218, -0.857, -7.683], [2.556, 1.157, -7.268], [2.710, 2.129, -4.975], [2.743, -2.532, 0.724], [2.270, -1.439, 0.925], [1.752, -0.660, 0.005], [2.282, -0.839, 2.343], [2.190, 0.694, 2.278], [2.480, 1.305, 3.653], [1.171, 0.984, 4.414], [0.381, 0.217, 3.352], [0.768, 0.889, 2.138], [0.974, -1.187, 3.138], [0.007, -2.004, 2.271], [-0.194, -3.175, 2.484], [-0.556, -1.285, 1.334], [3.171, -1.205, 2.849], [2.719, 1.154, 1.448], [3.359, 0.847, 4.107], [2.647, 2.377, 3.567], [1.324, 0.386, 5.312], [0.641, 1.894, 4.694], [-0.700, 0.243, 3.472], [1.162, -1.729, 4.060], [-2.406, 1.920, -1.736], [-2.213, 1.564, -0.659]], "mulliken_charge": [2.350, -0.640, -0.673, -0.379, 0.142, -0.415, -0.374, -0.709, 0.676, -0.426, -0.693, -0.678, -0.472, 0.530, -0.598, -0.591, 0.157, 0.001, -0.212, -0.602, -0.346, 0.276, -0.758, -0.406, -0.081, 1.180, 0.097, -0.403, 0.436, -0.548, -0.588, -0.670, -0.396, 0.378, 0.060, -0.179, -0.604, -0.616, -0.272, -0.015, 0.451, 0.403, 0.401, 0.558, 0.497, 0.398, 0.393, 0.503, 0.559, 0.496, 0.380, 0.383, 0.491, 0.534, 0.392, 0.396, 0.546, -0.697, -0.447, -0.798, 0.345, -0.535, -0.951, -0.990, -0.356, -0.111, 0.180, -0.032, -0.706, -0.640, 0.564, 0.592, 0.468, 0.318, 0.460, 0.316, 0.601, 0.463, -0.938, 1.176]}


[6]
{"formula": "C2H8N2", "method": "ωB97M-V/def2-TZVPD", "charge": 0, "largest_force_ha_per_bohr": 0.0108, "orbital_gap_ha": 0.381, "total_energy_ha": -190.49886, "symbols": ["C", "C", "H", "H", "H", "H", "H", "H", "H", "H", "N", "N"], "coordinates": [[0.581, 0.526, -0.059], [-0.567, -0.492, 0.033], [1.988, -0.596, 0.871], [2.062, -0.694, -0.757], [0.496, 1.074, -1.001], [0.491, 1.277, 0.752], [-0.437, -1.069, 0.967], [-0.459, -1.200, -0.793], [-2.601, -0.525, -0.113], [-2.021, 0.728, 0.737], [1.914, -0.056, 0.022], [-1.857, 0.171, -0.095]], "mulliken_charge": [-0.526, -0.425, 0.233, 0.244, 0.322, 0.326, 0.254, 0.323, 0.236, 0.214, -0.607, -0.592]}